No. 1
C5H11NS | ωB97M-V/def2-TZVPD

Computed properties:
E (Ha): -649.881728
ΔE to the lowest compared entry with this formula, charge and spin (kJ/mol): 413.0
Charge: 0

Atoms and positions in Å:
1 C 2.668675 1.020757 -0.125093
2 C -0.061020 0.364285 -0.213824
3 C -1.901534 -0.423635 1.162817
4 C -2.443018 0.551894 0.159042
5 C -1.275932 -0.375653 -0.156507
6 N 1.892162 -1.371368 -0.849930
7 S 1.688640 -0.142607 0.431480
8 H 2.681443 1.231764 -1.113889
9 H 3.103221 1.519566 0.624499
10 H 0.216758 0.719993 -1.206713
11 H -0.225728 1.384576 0.291124
12 H -1.420991 -0.178923 2.095480
13 H -2.469068 -1.383345 1.179423
14 H -3.505067 0.347799 -0.201823
15 H -2.295094 1.615198 0.085335
16 H -1.240196 -1.164297 -0.787228
17 H 2.942180 -1.366131 -0.802232
18 H 1.644565 -2.349876 -0.571956

Cartesian forces (eV/Å) of the 3 atoms listed first:
C -1.344 -2.466 0.856
C 2.882 3.833 0.331
C -1.433 -1.636 0.536

Need the natural (NBO) charges? In units of e they are: C -1.01; C -0.54; C -0.41; C -0.40; C -0.29; N -1.02; S 0.96; H 0.21; H 0.22; H 0.22; H 0.21; H 0.22; H 0.22; H 0.22; H 0.22; H 0.22; H 0.38; H 0.37

=====

No. 2
C5H11NS | ωB97M-V/def2-TZVPD

Computed properties:
E (Ha): -649.906438
ΔE to the lowest compared entry with this formula, charge and spin (kJ/mol): 348.1
Charge: 0

Atoms and positions in Å:
1 C -1.997084 -0.954090 -0.622539
2 C -0.228039 1.337899 0.869752
3 C 1.404158 0.474769 -1.267340
4 C 1.181600 0.765585 1.112219
5 C 1.454991 -0.200688 -0.002468
6 N -2.048200 -2.261358 -0.447662
7 S 1.780983 -1.851554 0.174082
8 H -2.981130 -0.353202 -0.449442
9 H -0.150952 2.266374 0.269617
10 H -0.668724 1.689762 1.779741
11 H -0.887854 0.494955 0.459789
12 H 0.524874 1.185020 -1.314039
13 H 2.369817 1.091857 -1.464412
14 H 1.272255 -0.160798 -2.095292
15 H 1.823845 1.648078 1.217311
16 H 1.148458 0.379764 2.180408
17 H -2.820632 -2.897146 -0.064644
18 H -1.178360 -2.655221 -0.335082

Cartesian forces (eV/Å) of the 3 atoms listed first:
C -0.945 0.244 0.102
C -0.641 -0.301 -0.545
C 0.322 2.726 -1.861

Need the natural (NBO) charges? In units of e they are: C -0.10; C -0.63; C -0.73; C -0.51; C 0.06; N -0.73; S -0.06; H 0.12; H 0.20; H 0.21; H 0.24; H 0.25; H 0.24; H 0.24; H 0.23; H 0.23; H 0.36; H 0.39

=====

No. 3
C5H11NS | ωB97M-V/def2-TZVPD

Computed properties:
E (Ha): -649.865318
ΔE to the lowest compared entry with this formula, charge and spin (kJ/mol): 456.1
Charge: 0

Atoms and positions in Å:
1 C 0.363122 1.940715 -0.011759
2 C 0.913247 0.527389 -1.856285
3 C 1.090602 -0.336705 0.306238
4 C 0.498666 -0.408941 1.706258
5 C -0.078378 -1.148085 0.558912
6 H 0.890366 3.073292 -0.279694
7 H -0.725549 2.168940 -0.639172
8 H 0.181068 2.249281 1.055978
9 H 1.676892 -0.418201 -1.985203
10 H -0.085945 0.014873 -2.203598
11 H 1.182742 1.403147 -2.459556
12 H 2.098275 -0.832610 0.373104
13 H 0.326257 0.764416 2.217517
14 H 0.954457 -1.120237 2.359788
15 H 0.110239 -2.180634 0.524181
16 H -2.377294 -0.445801 1.307907
17 N 1.108369 0.906451 -0.476583
18 S -1.794603 -0.904241 -0.072210

Cartesian forces (eV/Å) of the 3 atoms listed first:
C -3.328 8.162 -1.615
C 1.213 -2.824 -1.027
C 2.856 1.091 1.067

Need the natural (NBO) charges? In units of e they are: C -0.41; C -0.40; C -0.07; C -0.43; C -0.37; H 0.17; H 0.17; H 0.23; H 0.20; H 0.19; H 0.21; H 0.22; H 0.24; H 0.22; H 0.22; H 0.16; N -0.48; S -0.07

=====

No. 4
C5H11NS | ωB97M-V/def2-TZVPD

Computed properties:
E (Ha): -649.905839
ΔE to the lowest compared entry with this formula, charge and spin (kJ/mol): 349.7
Charge: 0

Atoms and positions in Å:
1 C -1.042077 -0.786861 -0.171225
2 C -0.522072 0.643076 -0.134136
3 C 0.292516 -0.460612 0.496952
4 C 1.630267 -0.741326 -0.136066
5 C 0.197457 -0.416363 2.101359
6 N -0.053721 1.380026 -1.767915
7 S -1.499419 1.992724 -2.464958
8 H -1.873852 -1.001813 0.334914
9 H -0.856805 -1.375299 -1.137772
10 H -1.015092 1.276667 0.542864
11 H 2.296702 0.081348 -0.256212
12 H 1.326647 -0.991548 -1.155976
13 H 2.130916 -1.431164 0.381369
14 H 1.130466 0.010751 2.298854
15 H 0.107277 -1.346886 2.652041
16 H -0.575219 0.258472 2.216779
17 H 0.509828 2.132218 -1.384541
18 H -2.183819 0.776591 -2.416331

Cartesian forces (eV/Å) of the 3 atoms listed first:
C 4.717 0.488 -4.186
C 1.008 -0.823 -3.393
C -0.975 0.820 1.987

Need the natural (NBO) charges? In units of e they are: C -0.45; C -0.04; C -0.03; C -0.61; C -0.59; N -0.78; S 0.14; H 0.21; H 0.22; H 0.19; H 0.21; H 0.23; H 0.21; H 0.20; H 0.21; H 0.20; H 0.37; H 0.12

=====

No. 5
C5H11NS2 | ωB97M-V/def2-TZVPD

Computed properties:
E (Ha): -1048.202665
ΔE to the lowest compared entry with this formula, charge and spin (kJ/mol): 92.9
Charge: 0

Atoms and positions in Å:
1 C 1.585639 1.264668 -0.990540
2 C -0.075959 -0.104314 0.256616
3 C 0.158433 -1.271001 -0.711089
4 C -0.143823 -0.755431 1.702935
5 C -1.512305 0.592937 0.024121
6 H 2.334530 2.019318 -0.833172
7 H 0.818712 1.552402 -1.734212
8 H 2.185636 0.462092 -1.445369
9 H 1.636644 0.720964 1.007360
10 H 1.179704 -1.658678 -0.655533
11 H 0.081569 -0.955299 -1.760456
12 H -0.527200 -2.066760 -0.381525
13 H -0.052624 0.050647 2.479444
14 H -1.054019 -1.311836 1.821065
15 H 0.659968 -1.478463 1.822863
16 H -3.720987 0.357639 -0.615506
17 N 1.000318 0.906224 0.256091
18 S -2.736272 -0.490615 -0.526309
19 S -1.817968 2.165513 0.283213

Cartesian forces (eV/Å) of the 3 atoms listed first:
C 0.394 -0.752 -0.838
C 0.021 0.265 1.102
C -0.009 0.227 -0.195

Need the natural (NBO) charges? In units of e they are: C -0.41; C 0.07; C -0.65; C -0.61; C -0.31; H 0.21; H 0.20; H 0.15; H 0.37; H 0.22; H 0.22; H 0.22; H 0.23; H 0.22; H 0.21; H 0.14; N -0.63; S 0.10; S 0.04

=====

No. 6
C5H11NSi | ωB97M-V/def2-TZVPD

Computed properties:
E (Ha): -541.170912
ΔE to the lowest compared entry with this formula, charge and spin (kJ/mol): 552.4
Charge: 0

Atoms and positions in Å:
1 C 1.676776 1.196118 -0.285114
2 C 0.394538 1.036200 -0.971426
3 C 1.119061 -0.021678 -1.044362
4 C -0.889730 1.523025 -1.254854
5 C 1.034843 -1.204808 1.776300
6 N 0.414786 -1.615120 0.840771
7 Si -1.337016 -1.704680 0.533866
8 H 2.536025 1.801202 -0.748684
9 H 1.606943 -0.915556 -1.296073
10 H -1.314505 1.792867 -0.309928
11 H -1.683750 0.782415 -1.559748
12 H -0.984016 2.305354 -2.007485
13 H 2.028757 -1.371919 1.987407
14 H 1.944658 0.955589 0.810930
15 H 0.441396 -0.582826 2.593615
16 H -2.186775 -0.779946 1.089361
17 H -1.698438 -1.487414 -0.872388
18 H -1.695526 -2.922935 1.281421

Cartesian forces (eV/Å) of the 3 atoms listed first:
C 2.501 -0.253 0.698
C 1.059 -1.838 -0.216
C 1.705 1.517 0.046

Need the natural (NBO) charges? In units of e they are: C -0.44; C -0.01; C -0.16; C -0.66; C 0.02; N -0.80; Si 1.08; H 0.18; H 0.25; H 0.23; H 0.23; H 0.23; H 0.15; H 0.17; H 0.10; H -0.23; H -0.17; H -0.17